# 1
DFT (wB97M-V/def2-TZVPD) results for a 12-piece molecular cluster, C52H52F4N8O12 overall.

Element x y z (Å)
1 O -5.75 -1.37 -3.83
2 C -5.12 -0.73 -3.05
3 O -5.68 0.00 -2.05
4 C -4.66 0.81 -1.55
5 C -3.38 0.14 -1.93
6 F -2.79 -0.65 -0.99
7 O -3.74 -0.63 -3.03
8 H -4.65 1.78 -1.99
9 H -4.71 0.96 -0.54
10 H -2.60 0.83 -2.18
11 O -0.08 5.61 6.83
12 C -0.25 4.83 5.91
13 O 0.24 4.90 4.70
14 C -0.22 3.79 3.91
15 C -0.57 2.82 5.00
16 F 0.48 1.98 5.38
17 O -0.91 3.64 6.03
18 H -1.08 4.18 3.35
19 H 0.56 3.47 3.25
20 H -1.47 2.24 4.67
21 O -3.62 0.77 2.35
22 C -4.11 1.85 2.14
23 O -3.56 2.77 1.29
24 C -4.40 3.96 1.22
25 C -5.62 3.50 2.02
26 F -6.71 3.16 1.26
27 O -5.15 2.38 2.81
28 H -3.86 4.80 1.69
29 H -4.70 4.29 0.23
30 H -5.95 4.14 2.85
31 O -0.49 5.05 0.98
32 C -0.73 4.20 0.13
33 O -0.76 2.91 0.42
34 C -1.07 2.22 -0.79
35 C -1.43 3.30 -1.79
36 F -2.83 3.35 -1.88
37 O -1.10 4.55 -1.13
38 H -0.08 1.77 -1.06
39 H -1.91 1.51 -0.72
40 H -0.97 3.17 -2.81
41 C 4.15 4.09 3.88
42 C 4.34 3.20 2.85
43 C 3.58 3.32 1.67
44 N 2.65 4.23 1.48
45 C 2.50 5.08 2.50
46 C 3.21 5.08 3.68
47 H 4.76 3.96 4.77
48 H 5.11 2.45 2.89
49 H 3.80 2.68 0.81
50 H 1.76 5.83 2.31
51 H 3.10 5.81 4.48
52 C -2.63 -5.11 -1.82
53 C -1.30 -5.03 -1.39
54 C -0.39 -4.16 -2.04
55 N -0.83 -3.40 -3.00
56 C -2.08 -3.47 -3.47
57 C -3.01 -4.28 -2.87
58 H -3.45 -5.70 -1.34
59 H -0.85 -5.74 -0.71
60 H 0.58 -3.89 -1.67
61 H -2.18 -2.88 -4.32
62 H -4.03 -4.30 -3.37
63 C 6.66 -2.36 -0.11
64 C 6.80 -3.74 -0.01
65 C 6.27 -4.43 1.07
66 N 5.63 -3.77 2.08
67 C 5.50 -2.46 1.99
68 C 6.02 -1.68 0.94
69 H 7.09 -1.75 -0.94
70 H 7.20 -4.30 -0.88
71 H 6.24 -5.48 1.13
72 H 4.91 -1.95 2.73
73 H 5.85 -0.59 1.09
74 C 2.86 -4.46 -0.68
75 C 3.44 -5.10 -1.72
76 C 3.72 -6.45 -1.62
77 N 3.57 -7.19 -0.54
78 C 3.01 -6.57 0.49
79 C 2.67 -5.22 0.46
80 H 2.44 -3.44 -0.70
81 H 3.66 -4.60 -2.70
82 H 4.24 -6.96 -2.48
83 H 2.84 -7.14 1.34
84 H 2.17 -4.78 1.34
85 C 0.40 -0.24 2.50
86 C -0.56 -0.73 1.62
87 C -0.18 -1.27 0.37
88 N 1.12 -1.33 -0.02
89 C 2.00 -0.75 0.80
90 C 1.69 -0.20 2.00
91 H 0.13 -0.04 3.54
92 H -1.59 -0.73 1.95
93 H -0.90 -1.71 -0.31
94 H 3.05 -0.84 0.47
95 H 2.48 0.27 2.64
96 C 2.39 3.08 -3.96
97 C 2.05 3.98 -2.93
98 C 2.20 3.57 -1.59
99 N 2.75 2.37 -1.33
100 C 3.30 1.65 -2.33
101 C 3.05 1.94 -3.64
102 H 2.24 3.28 -4.96
103 H 1.64 4.92 -3.26
104 H 1.78 4.26 -0.82
105 H 3.80 0.75 -2.00
106 H 3.41 1.28 -4.42
107 C 0.36 -0.38 -5.75
108 C 0.67 -0.91 -4.52
109 C 0.21 -0.24 -3.35
110 N -0.51 0.92 -3.40
111 C -0.76 1.46 -4.63
112 C -0.30 0.87 -5.78
113 H 0.61 -0.76 -6.71
114 H 1.25 -1.76 -4.33
115 H 0.45 -0.69 -2.35
116 H -1.29 2.43 -4.60
117 H -0.39 1.48 -6.66
118 C -4.83 -2.64 3.24
119 C -3.58 -2.77 2.64
120 C -3.56 -3.01 1.31
121 N -4.69 -3.18 0.59
122 C -5.85 -3.06 1.17
123 C -5.98 -2.68 2.47
124 H -5.11 -2.46 4.24
125 H -2.73 -2.75 3.29
126 H -2.64 -3.21 0.69
127 H -6.80 -3.25 0.58
128 H -6.97 -2.54 2.92

Summary:
**Frontier orbital gap**: 9.4 eV
**SMILES**: O=C1OC[C@@H](F)O1.O=C1OC[C@@H](F)O1.O=C1OC[C@@H](F)O1.O=C1OC[C@@H](F)O1.c1ccncc1.c1ccncc1.c1ccncc1.c1ccncc1.c1ccncc1.c1ccncc1.c1ccncc1.c1ccncc1

***

# 2
DFT (wB97M-V/def2-TZVPD) results for C52H53F9N3OP2STi as an isolated structure.

Element x y z (Å)
1 Ti 0.59 -0.08 0.52
2 C -5.60 2.25 3.52
3 S -6.54 1.48 2.18
4 C -5.19 0.52 1.43
5 C -4.25 1.37 0.59
6 C -2.94 0.63 0.32
7 N -2.03 1.30 -0.67
8 P -0.70 2.14 0.12
9 C -1.67 3.42 0.98
10 C -1.47 3.77 2.30
11 C -2.22 4.80 2.87
12 C -3.16 5.47 2.11
13 C -3.36 5.12 0.77
14 C -2.61 4.10 0.21
15 C 0.22 3.23 -1.06
16 C 1.00 2.75 -2.12
17 C 1.75 3.61 -2.90
18 C 1.80 4.96 -2.61
19 C 1.10 5.45 -1.52
20 C 0.31 4.60 -0.76
21 P -1.34 0.37 -1.99
22 C -1.90 1.49 -3.37
23 C -1.09 1.78 -4.46
24 C -1.55 2.61 -5.47
25 C -2.83 3.14 -5.40
26 C -3.65 2.84 -4.32
27 C -3.19 2.01 -3.31
28 C -2.44 -1.01 -2.50
29 C -3.77 -1.30 -2.20
30 C -4.44 -2.30 -2.90
31 C -3.81 -3.01 -3.91
32 C -2.49 -2.72 -4.22
33 C -1.81 -1.74 -3.52
34 H -6.30 2.85 4.09
35 H -4.82 2.90 3.13
36 H -5.17 1.49 4.16
37 H -5.68 -0.26 0.83
38 H -4.65 0.02 2.24
39 H -4.04 2.30 1.12
40 H -4.73 1.65 -0.35
41 H -3.18 -0.36 -0.07
42 H -2.44 0.46 1.27
43 H -0.72 3.27 2.89
44 H -2.06 5.07 3.91
45 H -3.75 6.26 2.55
46 H -4.09 5.64 0.18
47 H -2.76 3.82 -0.83
48 H 1.04 1.70 -2.32
49 H 2.31 3.21 -3.74
50 H 2.41 5.63 -3.21
51 H 1.15 6.50 -1.26
52 H -0.23 5.02 0.08
53 H -0.10 1.36 -4.53
54 H -0.91 2.84 -6.31
55 H -3.19 3.80 -6.19
56 H -4.65 3.24 -4.27
57 H -3.83 1.78 -2.47
58 H -4.33 -0.74 -1.47
59 H -5.47 -2.52 -2.65
60 H -4.35 -3.77 -4.46
61 H -1.99 -3.26 -5.02
62 H -0.78 -1.52 -3.77
63 C -1.67 -2.94 0.57
64 C -0.91 -3.48 -0.61
65 C -1.40 -4.62 -1.22
66 C -0.74 -5.22 -2.28
67 C 0.41 -4.63 -2.77
68 C 0.93 -3.48 -2.20
69 C 2.14 -2.87 -2.87
70 C 0.29 -2.92 -1.08
71 N 0.91 -1.80 -0.40
72 C 2.17 -1.98 0.08
73 C 2.73 -3.34 0.40
74 C 2.97 -0.83 0.28
75 C 4.37 -0.95 0.81
76 N 2.41 0.38 -0.02
77 C 3.28 1.49 -0.31
78 C 4.02 1.46 -1.49
79 C 3.85 0.36 -2.50
80 C 4.90 2.50 -1.77
81 C 5.04 3.57 -0.90
82 C 4.28 3.60 0.25
83 C 3.40 2.58 0.57
84 C 2.63 2.67 1.87
85 H -2.74 -2.94 0.35
86 H -1.38 -1.93 0.83
87 H -1.51 -3.57 1.44
88 H -2.32 -5.05 -0.85
89 H -1.14 -6.12 -2.73
90 H 0.92 -5.06 -3.63
91 H 1.94 -2.73 -3.93
92 H 3.00 -3.53 -2.79
93 H 2.40 -1.91 -2.45
94 H 1.96 -4.10 0.34
95 H 3.16 -3.35 1.40
96 H 3.53 -3.60 -0.30
97 H 4.37 -1.43 1.79
98 H 4.84 0.02 0.90
99 H 4.97 -1.58 0.15
100 H 2.79 0.21 -2.72
101 H 4.25 -0.59 -2.15
102 H 4.36 0.61 -3.43
103 H 5.47 2.48 -2.70
104 H 5.73 4.37 -1.12
105 H 4.38 4.44 0.94
106 H 2.25 3.69 2.01
107 H 3.27 2.44 2.72
108 H 1.79 1.99 1.89
109 F 1.02 -2.45 2.97
110 C 0.95 -1.39 3.78
111 F 2.03 -0.62 3.50
112 F 1.04 -1.80 5.03
113 C -0.33 -0.56 3.47
114 O -0.41 -0.23 2.13
115 C -0.31 0.75 4.33
116 F 0.60 1.60 3.82
117 F -1.50 1.34 4.28
118 F 0.02 0.53 5.59
119 C -1.59 -1.40 3.90
120 F -2.65 -0.98 3.20
121 F -1.85 -1.25 5.20
122 F -1.43 -2.70 3.66

Summary:
**Frontier orbital gap (spin up / spin down)**: 6.9 / 6.9 eV
**Total charge**: +1

***

# 3
DFT (wB97M-V/def2-TZVPD) results for C52H58BrN2P3Si2Sn as an isolated structure.

Element x y z (Å)
1 Sn 0.46 -1.36 0.94
2 C 4.79 -3.32 0.39
3 Si 4.53 -1.77 -0.62
4 C 4.09 -2.36 -2.37
5 C 6.18 -0.79 -0.63
6 N 3.21 -0.91 0.04
7 P 2.67 0.56 0.10
8 C 0.97 0.58 0.20
9 P -0.16 1.75 -0.11
10 N -1.39 1.05 -1.24
11 Si -4.35 1.20 -1.18
12 C -4.40 0.94 0.68
13 C -5.02 -0.37 -1.99
14 C -5.43 2.67 -1.66
15 C 0.36 3.28 -0.89
16 C 0.76 4.41 -0.15
17 C 1.49 5.43 -0.75
18 C 1.77 5.35 -2.08
19 C 1.31 4.28 -2.87
20 C 0.61 3.25 -2.27
21 C -1.03 2.16 1.40
22 C -0.75 1.36 2.50
23 C -1.35 1.52 3.71
24 C -2.21 2.61 3.87
25 C -2.53 3.37 2.77
26 C -1.92 3.19 1.56
27 C 3.29 1.58 -1.25
28 C 4.26 2.57 -1.05
29 C 4.86 3.18 -2.13
30 C 4.48 2.82 -3.42
31 C 3.49 1.87 -3.62
32 C 2.88 1.27 -2.53
33 C 3.30 1.39 1.61
34 C 4.37 0.90 2.32
35 C 4.80 1.53 3.47
36 C 4.11 2.64 3.98
37 C 3.06 3.15 3.24
38 C 2.59 2.49 2.13
39 H 3.86 -3.90 0.42
40 H 5.05 -3.11 1.42
41 H 5.65 -3.92 -0.03
42 H 4.84 -2.96 -2.85
43 H 3.79 -1.56 -3.06
44 H 3.23 -3.03 -2.30
45 H 7.01 -1.26 -1.12
46 H 6.44 -0.49 0.42
47 H 6.04 0.16 -1.17
48 H -3.69 0.21 1.03
49 H -5.38 0.56 0.93
50 H -4.24 1.88 1.23
51 H -4.54 -1.27 -1.56
52 H -4.90 -0.34 -3.09
53 H -6.11 -0.42 -1.79
54 H -4.89 3.55 -1.88
55 H -6.11 2.84 -0.83
56 H -6.01 2.44 -2.57
57 H 0.65 4.47 0.93
58 H 1.87 6.25 -0.14
59 H 2.42 6.15 -2.55
60 H 1.64 4.21 -3.86
61 H 0.33 2.41 -2.86
62 H 0.03 0.64 2.40
63 H -1.05 0.82 4.48
64 H -2.62 2.76 4.86
65 H -3.20 4.17 2.88
66 H -2.05 3.91 0.74
67 H 4.60 2.83 -0.02
68 H 5.59 3.95 -1.98
69 H 4.93 3.32 -4.24
70 H 3.26 1.55 -4.64
71 H 2.16 0.51 -2.68
72 H 4.93 0.05 1.91
73 H 5.70 1.17 3.99
74 H 4.42 3.16 4.88
75 H 2.49 4.03 3.60
76 H 1.80 2.88 1.53
77 C -1.55 -3.84 3.68
78 C -2.90 -3.34 3.25
79 C -3.98 -3.60 4.12
80 C -5.23 -3.21 3.80
81 C -5.49 -2.51 2.64
82 C -4.46 -2.30 1.72
83 C -3.12 -2.69 1.98
84 P -1.95 -2.35 0.60
85 C -1.13 -0.08 -1.81
86 C -2.65 1.87 -1.60
87 C -2.49 2.38 -3.01
88 C -2.34 1.52 -4.03
89 C -2.28 0.05 -3.92
90 C -1.95 -0.68 -2.81
91 C -2.04 -2.21 -2.84
92 C -1.23 -4.02 0.30
93 C -2.00 -5.21 0.41
94 C -1.46 -6.47 0.17
95 C -0.09 -6.61 -0.09
96 C 0.66 -5.45 -0.14
97 C 0.12 -4.18 -0.02
98 C 1.03 -3.02 -0.24
99 H -1.62 -4.90 4.03
100 H -1.16 -3.19 4.48
101 H -0.85 -3.75 2.81
102 H -3.82 -4.12 5.07
103 H -6.05 -3.43 4.48
104 H -6.47 -2.17 2.39
105 H -4.71 -1.79 0.77
106 H -2.66 2.72 -0.94
107 H -2.42 3.43 -3.17
108 H -2.27 1.92 -5.06
109 H -2.40 -0.43 -4.88
110 H -2.28 -2.53 -3.84
111 H -2.82 -2.55 -2.16
112 H -1.06 -2.61 -2.51
113 H -3.07 -5.15 0.56
114 H -2.15 -7.31 0.20
115 H 0.35 -7.55 -0.34
116 H 1.71 -5.52 -0.44
117 H 0.85 -2.56 -1.22
118 H 2.09 -3.23 -0.23
119 Br 1.24 -1.40 3.31

Summary:
**Frontier orbital gap**: 7.4 eV
**Relative energy (zero: lowest compared OMol25 entry of this formula, charge and spin)**: 250.6 kJ/mol

***

Going through the records in order, we get molecular weight values of 1057.0 1048.9 1058.8 g/mol.